<w>
The molecule C3H5NS. Source: OMol25; level of theory: the ωB97M-V functional and the def2-TZVPD basis.

```
10
Properties=species:S:1:pos:R:3:nbo_charge:R:1
C 0.720 -1.086 0.264 -0.06
C 2.063 -1.114 -0.083 -0.46
C -0.550 1.131 0.064 -0.41
N 0.416 0.208 0.544 -0.46
S 2.090 0.682 -0.044 0.35
H 0.064 -1.835 0.655 0.20
H 2.838 -1.857 0.091 0.24
H -1.403 0.832 0.523 0.20
H -0.228 2.222 0.411 0.20
H -0.565 1.294 -0.997 0.19
```

Summary:
Charge: 0
Frontier orbital gap (eV): 8.8698
E_HOMO (Ha): -0.305

***

<x>
The molecule C3H5NS. Source: OMol25; level of theory: the ωB97M-V functional and the def2-TZVPD basis.

```
10
Properties=species:S:1:pos:R:3:nbo_charge:R:1
C -0.970 2.346 0.354 0.16
C 1.265 -0.522 0.289 -0.55
C -0.183 0.118 -0.355 -0.26
N -0.417 1.317 0.101 -0.32
S 2.616 0.020 -0.758 -0.15
H -0.735 3.364 0.715 0.21
H 1.160 -1.603 0.225 0.21
H 1.115 -0.170 1.336 0.21
H -0.817 -0.682 0.030 0.25
H 0.136 0.160 -1.475 0.26
```

Summary:
Charge: 0
Frontier orbital gap (spin up / spin down) (eV): 4.8468 / 7.9812
E_HOMO (spin up / spin down) (Ha): -0.248 / -0.301

***

<y>
The molecule C3H5NS. Source: OMol25; level of theory: the ωB97M-V functional and the def2-TZVPD basis.

```
10
Properties=species:S:1:pos:R:3:nbo_charge:R:1
S -3.236 0.017 -0.003 -0.13
C -1.628 0.024 0.000 0.10
C -0.434 0.922 0.043 -0.47
C 0.442 -0.355 -0.018 -0.21
N -0.849 -1.051 -0.011 -0.57
H -0.309 1.343 -0.963 0.23
H -0.341 1.625 0.837 0.24
H 1.058 -0.463 -0.982 0.19
H 1.196 -0.673 0.713 0.20
H -1.185 -2.012 0.255 0.42
```

Summary:
Charge: 0
Structure (SMILES): S=C1CCN1
Frontier orbital gap (eV): 9.2136
E_HOMO (Ha): -0.307

***

It is <x> that is the least stable of them.